Molecular formula: C4H14N2O
Method: DFT, ωB97M-V with the def2-TZVPD basis set

Last column: Löwdin charge in e.
Element x y z (Å)
C 1.315 1.442 0.604  -0.07
C 0.852 0.121 0.058  -0.48
C 1.943 -0.925 0.086  -0.08
N 0.379 0.246 -1.332  -0.05
C -0.746 1.102 -1.547  -0.32
N -1.920 0.803 -0.680  0.02
H 1.503 1.420 1.679  0.08
H 2.255 1.787 0.159  0.09
H 0.557 2.205 0.458  0.06
H 0.024 -0.243 0.689  0.12
H 2.471 -0.967 1.045  0.08
H 1.559 -1.917 -0.129  0.07
H 2.698 -0.725 -0.675  0.08
H 0.167 -0.688 -1.652  0.10
H -0.425 2.137 -1.440  0.10
H -1.058 0.973 -2.581  0.11
H -2.058 1.557 -0.018  0.06
H -2.752 0.825 -1.251  0.05
O -1.430 -2.272 2.271  -0.07
H -1.153 -2.963 1.655  0.03
H -2.203 -2.676 2.707  0.04

Its SMILES is CC(C)NCN.O. For the total energy, the calculation gives -9402.544 eV. As for the multiplicity: 1. Its HOMO energy is -0.32163 hartree.

Molecular formula: C4H14N2O
Method: DFT, ωB97M-V with the def2-TZVPD basis set

Last column: Löwdin charge in e.
Element x y z (Å)
C -2.402 -0.376 -2.024  -0.15
N -1.485 0.036 -0.960  -0.13
C -0.276 -0.771 -0.966  -0.23
C 0.960 0.007 -0.439  -0.44
C 2.099 -0.992 -0.165  -0.08
N 0.587 0.808 0.737  0.03
H -2.660 -1.426 -1.928  0.07
H -1.926 -0.303 -3.014  0.07
H -3.287 0.254 -2.030  0.07
H -1.257 1.001 -1.168  0.09
H -0.041 -0.979 -2.013  0.11
H -0.372 -1.643 -0.320  0.12
H 1.345 0.636 -1.238  0.13
H 2.079 -1.403 0.851  0.08
H 2.141 -1.807 -0.894  0.07
H 3.048 -0.472 -0.292  0.07
H 1.261 1.553 0.875  0.07
H 0.630 0.215 1.557  0.07
O 0.031 1.585 4.639  -0.07
H -0.466 2.262 5.102  0.03
H -0.010 1.815 3.693  0.03

Its SMILES is CNC[C@H](C)N.O. For the total energy, the calculation gives -9402.144 eV. As for the multiplicity: 1. Its HOMO energy is -0.31598 hartree.

Molecular formula: C4H14N2O
Method: DFT, ωB97M-V with the def2-TZVPD basis set

Last column: Löwdin charge in e.
Element x y z (Å)
N -1.445 1.348 -0.476  0.01
C -0.322 1.337 0.552  -0.29
C 0.219 0.057 0.933  -0.24
C 0.921 -0.613 -0.318  -0.20
C 2.472 -0.453 -0.404  -0.29
N 2.745 -1.175 0.803  -0.06
H -2.149 0.829 -0.017  0.03
H -1.284 0.839 -1.324  0.03
H 0.458 2.093 0.249  0.13
H -0.816 1.690 1.478  0.11
H 0.933 0.160 1.748  0.09
H -0.457 -0.643 1.426  0.12
H 0.902 -1.724 -0.163  0.11
H 0.502 -0.452 -1.316  0.09
H 2.868 0.606 -0.460  0.12
H 2.753 -1.072 -1.284  0.11
H 2.198 -0.859 1.593  0.04
H 3.742 -1.059 1.084  0.09
O -4.844 -0.224 -0.989  -0.06
H -5.222 -0.880 -1.533  0.00
H -4.175 0.193 -1.583  0.05

Its SMILES is NCCCCN.O. For the total energy, the calculation gives -9401.327 eV. As for the multiplicity: 1. Its HOMO energy is -0.34280 hartree.

Molecular formula: C4H14N2O
Method: DFT, ωB97M-V with the def2-TZVPD basis set

Last column: Löwdin charge in e.
Element x y z (Å)
N -0.203 -1.846 -0.750  0.00
C -0.851 -0.554 -1.076  -0.31
C -0.162 0.751 -0.858  -0.22
C 0.220 1.111 0.600  -0.20
C -0.841 0.991 1.775  -0.27
N -2.161 1.164 1.226  -0.01
H 0.802 -1.851 -0.872  0.03
H -0.454 -2.109 0.193  0.05
H -1.812 -0.621 -0.544  0.10
H -1.170 -0.648 -2.123  0.10
H -0.866 1.545 -1.140  0.10
H 0.821 0.799 -1.351  0.11
H 0.594 2.141 0.559  0.09
H 1.062 0.459 0.881  0.09
H -0.676 0.025 2.250  0.10
H -0.492 1.799 2.429  0.09
H -2.362 2.088 0.882  0.07
H -2.910 0.907 1.853  0.07
O 3.299 -1.259 -0.818  -0.06
H 3.644 -0.803 -1.587  0.03
H 3.425 -2.185 -1.068  0.04

Its SMILES is NCCCCN.O. For the total energy, the calculation gives -9402.099 eV. As for the multiplicity: 1. Its HOMO energy is -0.31815 hartree.

Molecular formula: C4H14N2O
Method: DFT, ωB97M-V with the def2-TZVPD basis set

Last column: Mulliken spin population.
Element x y z (Å)
C -0.066 -1.296 -0.321  0.03
O -0.577 -0.305 0.507  0.81
C 0.143 -2.614 0.405  0.04
N 0.638 -3.540 -0.595  0.02
H -0.790 -1.427 -1.143  0.09
H 0.884 -0.936 -0.739  0.02
H 0.896 -2.459 1.174  0.00
H -0.790 -2.942 0.871  0.00
H 1.244 -4.241 -0.198  0.00
H -0.115 -4.030 -1.056  0.00
C 0.019 2.862 1.212  0.00
N -0.524 2.165 0.032  0.00
C 0.341 2.358 -1.153  0.00
H -0.618 2.672 2.074  0.00
H 1.025 2.494 1.399  0.00
H 0.060 3.941 1.061  0.00
H -1.492 2.406 -0.146  0.00
H -0.485 0.935 0.232  0.00
H 0.541 3.396 -1.406  0.00
H -0.068 1.850 -2.026  0.00
H 1.293 1.874 -0.928  0.00

For the total energy, the calculation gives -9393.726 eV. As for the multiplicity: 2. Its HOMO energy (alpha / beta) is -0.48633 / -0.48276 hartree. The net charge is +1.

Molecular formula: C4H14N2O
Method: DFT, ωB97M-V with the def2-TZVPD basis set

Last column: Mulliken spin population.
Element x y z (Å)
C 2.227 0.219 -1.285  0.02
N 1.554 -0.356 -0.124  0.75
C 0.731 0.530 0.682  0.04
C -0.431 -0.255 1.323  0.05
C -1.755 0.101 0.636  0.01
N -2.046 1.520 0.833  0.01
H 3.028 0.850 -0.881  0.06
H 1.539 0.843 -1.835  0.00
H 2.663 -0.576 -1.881  0.01
H 2.136 -0.956 0.463  -0.02
H 1.331 1.015 1.462  0.05
H 0.366 1.289 -0.006  0.00
H -0.275 -1.332 1.216  0.00
H -0.569 -0.057 2.384  0.00
H -1.706 -0.045 -0.437  0.00
H -2.532 -0.548 1.054  0.01
H -2.440 1.747 1.735  0.00
H -2.666 1.851 0.105  0.00
H 0.302 -1.594 -1.629  0.00
H -0.999 -2.402 -1.635  0.00
O -0.459 -1.846 -2.181  0.02

For the total energy, the calculation gives -9393.926 eV. As for the multiplicity: 2. Its HOMO energy (alpha / beta) is -0.48347 / -0.47960 hartree. The net charge is +1.

Molecular formula: C4H14N2O
Method: DFT, ωB97M-V with the def2-TZVPD basis set

Last column: Löwdin charge in e.
Element x y z (Å)
N 0.100 -0.497 -2.923  0.21
C -0.345 0.129 -1.610  -0.11
C 0.077 -0.733 -0.425  -0.12
C -0.297 -0.060 0.902  -0.26
N 0.119 -0.907 2.080  0.24
C 0.313 1.329 1.168  -0.21
O 0.182 1.618 2.521  -0.02
H -0.566 -1.189 -3.291  0.19
H 0.316 0.152 -3.683  0.19
H 0.969 -1.036 -2.809  0.18
H -1.419 0.198 -1.680  0.14
H 0.014 1.159 -1.647  0.14
H 1.146 -0.921 -0.448  0.14
H -0.491 -1.665 -0.505  0.14
H -1.373 0.073 1.008  0.17
H -0.480 -1.717 2.243  0.19
H 0.025 -0.271 2.896  0.17
H 1.087 -1.239 2.054  0.19
H 1.378 1.359 0.931  0.15
H -0.144 2.082 0.506  0.15
H -0.612 2.138 2.713  0.14

Its SMILES is [NH3+]CC[C@@H]([NH3+])CO. For the total energy, the calculation gives -9386.301 eV. As for the multiplicity: 1. Its HOMO energy is -0.69006 hartree. The net charge is +2.

Molecular formula: C4H14N2O2
Method: DFT, ωB97M-V with the def2-TZVPD basis set

Last column: Löwdin charge in e.
Element x y z (Å)
C 0.225 -1.394 2.281  -0.11
N 0.534 -1.376 0.851  -0.08
C 0.217 -0.187 0.080  -0.35
C 0.630 1.169 0.705  -0.23
N 0.040 2.246 -0.100  0.01
C 0.804 -0.271 -1.325  -0.19
O -0.085 0.326 -2.306  -0.11
H 0.063 -0.393 2.687  0.06
H 1.064 -1.797 2.841  0.08
H -0.678 -1.975 2.457  0.07
H 1.403 -1.822 0.616  0.10
H -0.871 -0.149 -0.003  0.14
H 1.720 1.244 0.773  0.12
H 0.303 1.279 1.733  0.09
H 0.589 3.084 -0.074  0.07
H -0.908 2.413 0.196  0.08
H 0.862 -1.324 -1.612  0.12
H 1.748 0.250 -1.459  0.12
H -0.197 1.227 -1.975  0.05
O -2.650 -1.199 -2.035  -0.07
H -1.716 -0.945 -1.995  -0.01
H -3.096 -0.404 -2.336  0.03

Its SMILES is CN[C@@H](CN)CO.O. For the total energy, the calculation gives -11449.584 eV. As for the multiplicity: 1. Its HOMO energy is -0.31513 hartree.

Molecular formula: C4H14N2O2
Method: DFT, ωB97M-V with the def2-TZVPD basis set

Last column: Löwdin charge in e.
Element x y z (Å)
C -0.366 -2.057 2.314  -0.14
N 0.053 -1.302 1.134  -0.15
C -1.030 -0.633 0.371  -0.18
C -0.123 0.258 -0.541  -0.35
N -1.008 1.471 -0.666  0.03
C 0.238 -0.368 -1.890  -0.20
O 0.646 0.736 -2.711  -0.11
H -0.909 -2.970 1.898  0.09
H -1.078 -1.514 2.921  0.06
H 0.618 -2.378 2.805  0.10
H 0.755 -0.684 1.364  0.03
H -1.676 -1.459 -0.044  0.13
H -1.752 -0.113 1.029  0.11
H 0.793 0.571 0.012  0.09
H -1.975 1.170 -0.934  0.09
H -0.837 2.076 -1.413  0.03
H 1.076 -1.131 -1.699  0.15
H -0.475 -0.762 -2.425  0.06
H 1.429 1.197 -2.246  0.13
O 1.414 1.526 1.515  -0.04
H 0.859 2.198 1.130  0.04
H 1.048 1.307 2.362  0.05

Its SMILES is CNC[C@H](N)CO.O. For the total energy, the calculation gives -11448.092 eV. As for the multiplicity: 1. Its HOMO energy is -0.31760 hartree.

Molecular formula: C4H14N2O3
Method: DFT, ωB97M-V with the def2-TZVPD basis set

Last column: Löwdin charge in e.
Element x y z (Å)
C 1.721 -1.405 -1.832  -0.07
C 0.683 -0.944 -0.829  -0.42
N 0.283 -2.050 0.093  0.02
C 1.389 0.104 0.124  -0.14
N 1.039 1.442 -0.332  0.03
C 0.378 2.297 0.492  -0.35
O 0.287 2.141 1.695  0.00
H 2.430 -2.071 -1.349  0.08
H 1.245 -2.025 -2.601  0.08
H 2.184 -0.539 -2.297  0.08
H -0.252 -0.515 -1.191  0.13
H 0.013 -2.775 -0.574  0.07
H -0.597 -1.827 0.531  0.04
H 0.938 -0.088 1.088  0.10
H 2.461 -0.073 0.104  0.12
H 0.920 1.579 -1.312  0.12
H 0.050 3.209 -0.030  0.14
O -3.892 1.487 0.491  -0.04
H -2.947 1.429 0.705  0.01
H -3.991 0.563 0.590  0.00
O -1.607 -0.246 1.903  -0.03
H -1.201 0.593 1.681  0.00
H -1.532 -0.285 2.848  0.05

Its SMILES is C[C@@H](N)CNC=O.O.O. For the total energy, the calculation gives -13497.693 eV. As for the multiplicity: 1. Its HOMO energy is -0.35932 hartree.

Molecular formula: C4H14N2OS
Method: DFT, ωB97M-V with the def2-TZVPD basis set

Last column: Löwdin charge in e.
Element x y z (Å)
C 2.661 -1.764 1.712  -0.38
C 1.132 -1.631 1.642  -0.63
S 0.640 -0.534 0.243  0.66
N 3.382 -0.507 1.931  -0.03
H 3.008 -2.267 0.793  0.10
H 2.868 -2.417 2.561  0.10
H 0.754 -1.203 2.591  0.06
H 0.647 -2.596 1.492  0.05
H 3.332 -0.200 2.935  0.09
H 2.878 0.222 1.399  0.03
C -2.095 1.438 -2.223  -0.26
O -2.562 0.417 -3.115  -0.08
C -2.059 1.042 -0.744  -0.37
N -1.446 2.063 0.096  -0.03
H -2.669 2.333 -2.446  0.11
H -1.067 1.735 -2.602  0.13
H -1.872 -0.223 -3.238  0.07
H -3.059 0.831 -0.392  0.10
H -1.465 0.100 -0.722  -0.04
H -1.084 1.589 0.946  0.03
H -2.042 2.884 0.289  0.08
H -1.364 -0.978 0.921  0.21

For the total energy, the calculation gives -20233.913 eV. As for the multiplicity: 1. Its HOMO energy is -0.33379 hartree.

Molecular formula: C4H14N2OS
Method: DFT, ωB97M-V with the def2-TZVPD basis set

Last column: Löwdin charge in e.
Element x y z (Å)
C 1.740 -0.429 -2.006  -0.17
N 1.307 -0.873 -0.639  -0.14
C 0.871 0.253 0.248  -0.18
C -0.738 -0.100 0.436  -0.40
N -1.236 0.976 1.425  -0.01
C -1.512 -0.045 -0.835  -0.59
S -3.160 -0.834 -0.935  0.67
H 2.032 -1.198 -2.669  0.04
H 2.709 0.165 -2.121  0.09
H 0.952 0.189 -2.578  0.09
H 2.271 -1.201 -0.162  0.15
H 1.412 0.392 1.187  0.08
H 0.947 1.249 -0.400  0.14
H -0.761 -1.106 1.020  0.16
H -2.226 1.070 1.361  0.05
H -0.814 1.937 1.466  0.11
H -1.621 1.027 -1.044  0.07
H -1.053 -0.397 -1.807  0.07
H -2.801 -1.916 -1.736  -0.12
O 0.520 0.427 3.715  -0.12
H -0.094 0.342 2.902  0.01
H 1.255 0.071 3.170  0.01

Its SMILES is CNC[C@@H](N)CS.O. For the total energy, the calculation gives -20235.762 eV. As for the multiplicity: 1. Its HOMO energy is -0.34224 hartree.

Calculated relative energy (zero: lowest compared OMol25 entry of this formula, charge and spin), 102.5 141.1 220.0 145.5 81.4 62.1 25.6 106.7 250.7 103.7 397.0 218.6 kJ/mol (same order as the records).